(1)
ORCA calculation (wB97M-V/def2-TZVPD) on a molecular structure, C34H57N3O3RhSi.

Each line ends with the Mulliken charge.
Element x y z (Å)
O: 2.12941 -0.46762 -2.42470  -0.130
O: 1.84724 -2.56518 -0.93114  -0.172
C: 1.76424 0.13011 -3.67421  -0.175
C: 2.82413 1.01658 -4.29152  -1.315
H: 0.82680 0.69386 -3.52563  0.145
H: 1.53251 -0.72668 -4.31746  0.437
H: 2.82250 2.01590 -3.83979  0.184
H: 2.57942 1.13728 -5.35112  0.455
H: 3.82202 0.57432 -4.21242  0.268
C: 2.64978 0.44101 -1.43034  1.985
C: 4.11640 0.20733 -1.19101  -1.620
H: 2.06613 0.26423 -0.51635  -0.890
H: 2.45638 1.48313 -1.72981  -0.319
H: 4.29291 -0.81716 -0.84353  0.300
H: 4.47135 0.90393 -0.42337  0.355
H: 4.68965 0.38565 -2.10840  0.280
C: 2.12750 -3.19888 0.32803  -0.360
C: 2.24116 -3.37187 -2.06395  -0.056
C: 2.80003 -2.23444 1.27170  -0.839
H: 2.77711 -4.07812 0.17354  0.565
H: 1.16884 -3.54994 0.74319  -0.017
H: 3.83052 -2.02494 0.95678  0.344
H: 2.84437 -2.69137 2.26595  0.485
H: 2.26207 -1.28277 1.35682  -0.220
C: 3.71631 -3.27041 -2.33062  -1.258
H: 1.65116 -3.00598 -2.91226  -0.077
H: 1.95561 -4.42194 -1.88273  0.610
H: 3.99413 -2.22935 -2.51540  0.121
H: 3.95985 -3.86110 -3.21636  0.456
H: 4.29104 -3.66117 -1.48553  0.374
H: 0.79637 -1.18693 -1.25263  -2.210
N: -0.98270 2.71265 0.74867  1.934
C: -1.62041 3.43022 1.68214  0.644
C: -2.31238 2.84182 2.74200  -2.144
C: -2.31284 1.48407 3.08737  1.211
C: -1.52543 4.93410 1.62763  -1.602
H: -1.60206 5.31755 0.60097  0.221
H: -0.58159 5.29244 2.06531  0.240
H: -2.35252 5.35821 2.20981  0.530
C: -2.71253 1.08431 4.48444  -1.562
H: -1.91224 0.53287 5.00056  0.288
H: -3.61893 0.46090 4.48882  0.196
H: -2.92065 1.99415 5.05534  0.558
N: -1.99456 0.51646 2.23605  2.213
C: 0.14591 3.21721 0.05704  -0.788
C: 0.05002 3.65946 -1.28539  1.487
C: -1.26972 3.77911 -1.97802  -1.414
C: 1.21166 4.04217 -1.95353  -0.807
H: 1.13407 4.34545 -3.00071  0.405
C: 2.44084 4.08155 -1.29245  -1.110
H: 3.33931 4.39741 -1.82789  0.402
C: 2.51410 3.74543 0.05945  -0.690
H: 3.46166 3.81179 0.59907  0.475
C: 1.38230 3.32188 0.74976  1.538
C: 1.48025 3.01795 2.21367  -1.744
C: -1.93077 -0.85591 2.59526  -0.309
C: -3.06674 -1.68721 2.44295  0.617
C: -4.41821 -1.10282 2.16337  -1.487
C: -2.91061 -3.06649 2.56957  -0.469
H: -3.78431 -3.70415 2.42108  0.453
C: -1.66938 -3.62006 2.88298  -1.252
H: -1.56007 -4.70297 2.95927  0.358
C: -0.57429 -2.78999 3.12912  -0.442
H: 0.39136 -3.20807 3.42623  0.433
C: -0.69313 -1.40502 3.01314  0.417
C: 0.47549 -0.50520 3.28528  -0.801
Rh: -1.92152 0.92902 0.15644  -0.690
H: -1.13094 4.32336 -2.92001  0.515
H: -2.00236 4.33327 -1.37539  0.286
H: -1.70911 2.80286 -2.21814  0.192
H: 0.85061 2.16615 2.50401  -0.044
H: 1.18531 3.88169 2.83203  0.303
H: 2.51946 2.77526 2.47237  0.489
H: -5.09542 -1.88885 1.80575  0.453
H: -4.39448 -0.30778 1.40327  0.147
H: -4.86575 -0.66889 3.07057  0.396
H: 0.23921 0.27507 4.02489  0.400
H: 0.81617 -0.00172 2.36712  -0.353
H: 1.32231 -1.08665 3.67172  0.500
H: -2.79885 3.51870 3.44008  0.475
C: -0.32603 -0.87954 -0.92298  3.851
Si: -1.50155 -2.19246 -1.64144  0.186
H: -0.34019 -0.88180 0.17926  -0.736
H: -0.49151 0.12848 -1.34882  -0.076
C: -1.22510 -2.19984 -3.50388  -1.072
C: -3.34687 -1.98083 -1.36172  -0.948
C: -1.16248 -3.87915 -0.86953  -0.546
H: -2.02816 -4.53749 -1.03684  0.442
H: -1.01878 -3.79699 0.21569  -0.164
H: -0.27691 -4.36805 -1.29578  0.210
H: -1.81403 -1.39033 -3.95868  0.310
H: -1.56680 -3.15321 -3.93187  0.371
H: -0.17212 -2.05262 -3.77594  0.139
H: -3.70116 -1.03630 -1.79530  0.279
H: -3.59557 -1.98084 -0.29158  0.125
H: -3.88760 -2.81335 -1.83556  0.450
O: -4.81392 1.96093 -0.04523  -0.550
C: -3.79655 1.53251 -0.53134  0.655
N: -2.95715 1.13065 -1.36724  -0.699

The expectation value of S² is 6.064. As for the spin multiplicity: 5. The calculation puts the calculated total energy at -2119.4165 Eh. The orbital gap (spin up / spin down) comes out at 0.28305 / 0.19351 hartree. The calculation puts the energy above the lowest of the compared OMol25 structures with the same formula, charge and spin at 0.000 eV. The net charge is +1.

(2)
ORCA calculation (wB97M-V/def2-TZVPD) on a molecular structure, C41H63CaN7O2SSe.

Each line ends with the Mulliken charge.
Element x y z (Å)
Ca: -0.92904 -0.45864 -0.34603  1.999
C: -1.98322 -2.13990 2.25897  -1.057
N: -0.70499 -1.95146 1.56405  1.104
C: -0.18681 -3.24022 1.09395  -1.525
C: 0.25777 -1.23695 2.43195  -1.548
C: 1.44915 -0.59426 1.68849  -1.075
N: 1.05761 0.30518 0.58660  1.166
C: 1.97377 0.27304 -0.59635  -0.241
C: 2.36115 -1.08663 -1.13342  -0.202
C: 3.68171 -1.49289 -0.98371  -0.148
C: 4.14237 -2.69748 -1.49162  -0.605
C: 3.21645 -3.46510 -2.19184  -0.137
C: 1.88696 -3.11283 -2.40068  -0.091
C: 1.42259 -1.90125 -1.83085  0.044
O: 0.16793 -1.52279 -1.90265  -1.220
C: 1.02076 -4.10256 -3.19909  2.530
C: 1.69702 -4.41401 -4.54450  -1.909
C: -0.39163 -3.60417 -3.51893  -2.112
C: 0.87111 -5.39996 -2.39064  -1.600
C: 5.57974 -3.19307 -1.33316  1.949
C: 6.43053 -2.22099 -0.51804  -2.117
C: 5.58250 -4.54951 -0.61652  -1.649
C: 6.22604 -3.35741 -2.71480  -1.646
C: 0.81696 1.71287 1.00339  -1.373
C: -0.25744 1.97063 2.03702  -0.379
C: 0.11341 2.50431 3.25923  -0.230
C: -0.82569 2.88637 4.21339  -1.083
C: -2.16337 2.76522 3.85652  0.283
C: -2.60406 2.25055 2.63590  -0.884
C: -1.63260 1.78440 1.72201  1.165
O: -1.95701 1.19211 0.59188  -0.935
C: -4.09505 2.18945 2.29054  2.711
C: -4.97167 2.78679 3.39090  -2.506
C: -4.53906 0.73474 2.08287  -1.365
C: -4.35503 2.99189 1.00651  -1.560
C: -0.36476 3.44549 5.55991  2.178
C: 0.52601 2.41452 6.26640  -1.659
C: -1.53872 3.76764 6.48229  -2.175
C: 0.44109 4.73198 5.33846  -1.689
H: -1.85659 -2.76028 3.15728  0.355
H: -2.69584 -2.63039 1.59502  0.270
H: -2.38878 -1.17054 2.54843  0.076
H: -0.01470 -3.91988 1.94094  0.403
H: 0.74638 -3.11123 0.54382  0.312
H: -0.91254 -3.70074 0.42220  0.383
H: 0.64998 -1.93084 3.19040  0.570
H: -0.29161 -0.45441 2.95636  0.394
H: 2.08634 -1.37425 1.27076  0.654
H: 2.04646 -0.04595 2.42915  0.306
H: 2.89269 0.81858 -0.34239  0.666
H: 1.45716 0.81748 -1.39481  -0.737
H: 4.35549 -0.83557 -0.44597  0.506
H: 3.55215 -4.41062 -2.60156  0.343
H: 1.90866 -3.49393 -5.09246  0.393
H: 1.04042 -5.03624 -5.15798  0.461
H: 2.63666 -4.95268 -4.42591  0.361
H: -0.36367 -2.68472 -4.10943  0.388
H: -0.97265 -3.39999 -2.62288  0.335
H: -0.89852 -4.37814 -4.10524  0.462
H: 1.83974 -5.83072 -2.13454  0.335
H: 0.30958 -6.14588 -2.96011  0.471
H: 0.33306 -5.21168 -1.45861  0.167
H: 6.02290 -2.06434 0.48284  0.394
H: 6.51469 -1.24710 -1.00478  0.355
H: 7.44055 -2.62056 -0.40554  0.435
H: 5.13606 -4.46711 0.37652  0.356
H: 6.60377 -4.92158 -0.50203  0.463
H: 5.01715 -5.29812 -1.17330  0.294
H: 6.22511 -2.41221 -3.26077  0.342
H: 5.69202 -4.09153 -3.32012  0.293
H: 7.26082 -3.69512 -2.61556  0.476
H: 0.54603 2.26489 0.09620  0.107
H: 1.76640 2.11987 1.37991  0.425
H: 1.17348 2.63051 3.46015  0.486
H: -2.91153 3.08831 4.56487  0.644
H: -4.88603 2.23868 4.33178  0.423
H: -6.01715 2.73720 3.07861  0.451
H: -4.73269 3.83467 3.58452  0.457
H: -4.38518 0.15538 2.99774  0.302
H: -3.98731 0.26696 1.27099  -0.067
H: -5.60528 0.69779 1.84186  0.531
H: -4.11653 4.04721 1.15921  0.363
H: -5.40991 2.91867 0.72647  0.462
H: -3.74698 2.61567 0.18640  0.049
H: -0.02929 1.49597 6.46751  0.371
H: 0.89175 2.80867 7.21816  0.448
H: 1.39340 2.15261 5.65892  0.320
H: -2.15733 2.88813 6.67195  0.412
H: -2.18103 4.54903 6.07130  0.387
H: -1.16175 4.12342 7.44364  0.437
H: 1.34016 4.54292 4.74969  0.322
H: 0.75226 5.15902 6.29555  0.459
H: -0.15263 5.47814 4.80740  0.355
N: -2.24677 0.43445 -2.25056  -0.238
N: -2.64027 -0.54400 -3.20705  -0.359
C: -3.34162 -1.60643 -2.73470  0.251
N: -3.53502 -2.60575 -3.61993  -0.368
S: -3.97714 -1.64219 -1.17846  -0.372
H: -3.08674 0.72966 -1.75339  0.239
H: -1.87895 1.24106 -2.74673  0.036
H: -1.86977 -0.76290 -3.82450  0.374
H: -2.95413 -2.68996 -4.43951  0.244
H: -3.91163 -3.45468 -3.23741  0.252
Se: 1.41136 3.15774 -2.94421  0.381
N: -0.35371 2.91593 -2.76504  -0.246
C: -0.93195 3.77617 -3.57527  0.831
C: -2.36401 3.92940 -3.71144  -0.439
C: -2.83830 4.84125 -4.58199  -0.609
C: -1.95490 5.66748 -5.38131  -0.499
C: -0.61536 5.57173 -5.28234  -0.660
C: -0.05282 4.61369 -4.35881  0.575
N: 1.23584 4.44143 -4.17528  -0.811
H: -3.02284 3.32853 -3.09839  0.365
H: -3.90633 4.97722 -4.69046  0.406
H: -2.39915 6.37738 -6.06650  0.372
H: 0.05601 6.18432 -5.86767  0.441

The calculation puts the calculated total energy at -5611.2442 Eh. The orbital gap comes out at 0.21708 hartree.